Record 1
The following is a quantum chemistry calculation of a structure of composition C2H3F2IO2, from the OMol25 dataset.

- E: -19751.051 eV
- E_LUMO: -1.3 eV
- ΔE to the lowest compared entry with this formula, charge and spin: 107.4 kJ/mol
- HOMO level: -10.2 eV

Element x y z (Å)
C -0.16857 -0.30719 1.44074
C -0.26446 0.06522 -0.95524
O -0.92242 0.32490 0.48633
O 0.85265 0.69575 -0.91702
F -1.08966 0.58218 -1.85689
F -0.26937 -1.24635 -1.06649
I 1.69228 1.37696 -2.51568
H 0.05265 -1.29994 1.25734
H -0.68651 -0.26035 2.50424
H 0.80341 0.06882 1.62267

---

Record 2
The following is a quantum chemistry calculation of a structure of composition C41H52CsFN12O5S, from the OMol25 dataset.

- E: -85582.205 eV
- E_LUMO: 3.4 eV
- Charge: -2
- ΔE to the lowest compared entry with this formula, charge and spin: 22.3 kJ/mol
- HOMO level: -1.4 eV

Element x y z (Å)
Cs -0.15145 -1.42587 -1.01776
C 1.53207 2.42506 -3.50806
C 2.66702 2.43291 -2.47938
C 2.66151 1.31294 -1.42758
N 2.47808 0.02597 -2.04547
C 3.38936 -0.88941 -2.02266
C 4.62613 -0.87311 -1.27628
C 5.82368 -1.49619 -1.55574
C 6.21344 -2.27540 -2.64345
C 5.36347 -2.69204 -3.67663
C 3.99857 -2.62461 -3.78496
C 3.03220 -2.12608 -2.82324
N 1.83333 -2.55990 -2.66195
C 1.35424 -3.70139 -3.41214
C 0.44364 -3.30503 -4.58936
C -1.02934 -2.99850 -4.25330
N -1.25183 -1.68808 -3.67240
C -1.55460 -0.69790 -4.43856
C -1.59932 -0.76472 -5.88912
C -2.39456 -0.08542 -6.77701
C -3.32514 0.93662 -6.55872
C -3.45576 1.63770 -5.36276
C -2.73249 1.56513 -4.19101
C -1.69852 0.65715 -3.77084
N -0.86248 0.86067 -2.80408
C -0.70639 2.16878 -2.21273
C 0.19796 3.05003 -3.08574
H 1.35669 1.39704 -3.82925
H 1.88581 2.97596 -4.38609
H 2.69417 3.40231 -1.96053
H 3.61602 2.34884 -3.01920
H 1.82235 1.47640 -0.74143
H 3.58484 1.41650 -0.83629
H 4.62794 -0.24340 -0.39461
H 6.60995 -1.29765 -0.82835
H 7.25763 -2.55922 -2.70780
H 5.85884 -3.18325 -4.51312
H 3.56916 -3.04847 -4.68537
H 0.77609 -4.33377 -2.72717
H 2.17717 -4.31910 -3.79343
H 0.44253 -4.14144 -5.29886
H 0.88476 -2.44751 -5.10711
H -1.36861 -3.74800 -3.52790
H -1.62817 -3.14096 -5.16297
H -0.95497 -1.52023 -6.32248
H -2.29662 -0.41246 -7.81136
H -3.93892 1.24866 -7.39600
H -4.21275 2.42094 -5.36953
H -2.97603 2.32716 -3.45853
H -0.25388 2.03602 -1.22164
H -1.64848 2.70839 -2.03365
H 0.37455 4.00900 -2.57669
H -0.36866 3.27889 -3.99394
C -0.10712 -3.12426 4.61156
C 0.35379 -2.81417 3.21241
N -0.06275 -3.34761 2.13040
N -1.14533 -4.17181 2.20974
C -1.48555 -4.93054 1.12570
N -2.80431 -5.23950 1.10781
S -0.38621 -5.48474 0.00041
C 1.48077 -1.85277 3.04242
C 2.39750 -1.63823 4.07080
C 3.45685 -0.77234 3.85729
C 3.57063 -0.14392 2.62970
C 2.59718 -0.40134 1.67403
N 1.57149 -1.21763 1.87195
H -1.11317 -3.52782 4.63908
H -0.09375 -2.22510 5.22849
H 0.57833 -3.84837 5.06352
H -1.88583 -3.88861 2.86559
H -3.44624 -4.51503 1.45824
H -3.08184 -5.74469 0.28372
H 2.28493 -2.14787 5.01725
H 4.18651 -0.59834 4.63878
H 4.38819 0.52832 2.40548
H 2.64899 0.07009 0.69993
F -0.11663 0.62748 5.57880
C -1.42920 0.54037 5.29525
C -1.85345 0.06476 4.11633
N -3.17981 -0.01568 3.78931
C -3.55477 -0.71432 2.56202
C -3.59156 -2.24357 2.75236
O -2.99839 -2.69198 3.76204
O -4.11201 -2.87851 1.81781
C -4.15808 0.33149 4.68544
O -5.35014 0.25535 4.46682
N -3.67764 0.82184 5.89301
C -2.36137 0.96917 6.31357
O -2.09294 1.41889 7.41256
H -1.15552 -0.25345 3.35266
H -2.76876 -0.49604 1.83743
H -4.50950 -0.34530 2.20483
H -4.39071 1.08758 6.55534
C -1.44239 4.85013 4.03391
N -1.82008 3.94683 2.96601
C -3.12563 3.34100 3.11948
C -0.87640 3.24852 2.23431
O -1.05501 2.10141 1.85901
N 0.28109 3.95151 1.95644
C 0.23117 5.35274 1.58628
C 1.34865 3.20930 1.31222
H -1.76111 4.43881 4.99768
H -1.90751 5.83417 3.91411
H -0.36312 4.97375 4.06090
H -3.18078 2.74405 4.03415
H -3.33361 2.69656 2.27061
H -3.88319 4.12575 3.17599
H -0.74419 5.77517 1.81057
H 0.40886 5.46045 0.51062
H 0.99532 5.92920 2.11634
H 1.31933 2.17210 1.63478
H 2.30965 3.64900 1.58789
H 1.25212 3.23778 0.22305

---

Record 3
The following is a quantum chemistry calculation of a cluster of 23 separate species, C57H113N23O11 in total, from the OMol25 dataset.

- E: -117733.585 eV
- E_LUMO: 0.5 eV
- HOMO level: -8.9 eV

Element x y z (Å)
C 4.47808 0.79645 -4.95576
C 3.32493 1.68371 -5.16216
N 2.36103 2.30653 -5.32086
H 4.66763 0.87089 -3.85755
H 5.33929 1.32025 -5.40581
H 4.36631 -0.27479 -5.25942
C -1.32800 -2.03937 5.64774
C -0.60897 -3.24177 5.30924
N 0.12340 -4.06162 4.99955
H -1.87628 -1.56741 4.87053
H -0.63975 -1.35942 6.13065
H -2.07469 -2.33095 6.40001
C -4.39227 -0.65115 0.14249
C -3.97802 -1.84910 0.82218
N -3.74924 -2.89879 1.23051
H -3.54497 -0.21630 -0.38307
H -4.81077 -0.02969 0.90920
H -5.25674 -0.90255 -0.50724
C 0.62471 0.90112 3.00568
C 1.85480 1.34029 3.65936
N 2.89339 1.69651 4.10387
H 0.30047 1.76337 2.45615
H -0.06428 0.65550 3.82457
H 0.78690 0.06648 2.33785
C -3.67194 -2.97417 -3.71521
C -2.90662 -1.88156 -4.32467
N -2.24990 -1.01377 -4.69207
H -3.85977 -3.78140 -4.46770
H -4.64003 -2.65500 -3.32771
H -3.09897 -3.46981 -2.90544
C 2.60117 -1.19472 5.97460
C 2.87261 -1.44097 4.53291
N 3.09720 -1.75638 3.44712
H 1.65635 -0.65646 6.14772
H 3.37935 -0.65075 6.40133
H 2.50514 -2.18941 6.43468
C -6.90779 4.88732 0.30480
C -6.09873 6.15495 0.29894
N -5.44653 7.10410 0.37084
H -6.65963 4.29206 -0.61031
H -7.97937 5.08760 0.37249
H -6.61600 4.41007 1.27047
C 6.58570 -2.56500 3.71265
C 6.21293 -1.35840 4.49313
N 5.93847 -0.41707 5.08453
H 5.77948 -2.78001 2.95899
H 6.63463 -3.36954 4.43722
H 7.52345 -2.32322 3.23807
C 4.05859 -4.21588 -3.69729
C 4.81232 -3.02500 -3.28857
N 5.35991 -2.04521 -3.06788
H 2.98442 -4.09665 -3.48663
H 4.41347 -5.08715 -3.18146
H 4.19542 -4.33291 -4.77303
C -4.00563 2.14711 2.22778
C -3.28136 1.10205 2.95064
N -2.86530 0.23154 3.56862
H -3.82691 2.06540 1.19404
H -3.68319 3.12565 2.62375
H -5.06922 2.03845 2.46770
C 0.59383 4.98833 -5.59374
C -0.36917 5.44686 -4.60112
N -1.09417 5.82188 -3.74987
H 0.05700 4.55405 -6.46419
H 1.25131 4.21651 -5.14257
H 1.17473 5.81313 -5.98911
C -5.92926 -4.95369 1.02169
C -5.86976 -4.36567 -0.34474
N -5.87378 -3.80824 -1.33776
H -6.38780 -5.93004 0.91748
H -6.59442 -4.30414 1.65128
H -4.95016 -5.12649 1.46666
C 2.47177 3.17721 0.96374
O 2.63910 2.04761 0.58558
N 1.74027 4.11235 0.26145
C 1.79249 5.45637 0.76353
C 1.44916 3.86113 -1.19009
H 2.74488 3.54902 1.94233
H 1.87698 6.17249 0.00038
H 2.60602 5.60048 1.49290
H 0.87784 5.74790 1.25615
H 2.14779 3.12548 -1.56557
H 0.43706 3.61810 -1.51832
H 1.57080 4.78417 -1.76750
C -3.66966 3.09168 -1.80587
O -4.60925 3.32308 -1.03830
N -3.70990 2.38849 -2.93953
C -2.56363 2.12050 -3.77139
C -4.97654 1.72420 -3.23568
H -2.67745 3.45983 -1.57642
H -1.83106 2.91827 -3.77296
H -2.76747 2.03185 -4.79502
H -2.03070 1.24153 -3.36567
H -4.76799 0.65418 -3.34606
H -5.70765 1.95911 -2.45873
H -5.30875 2.00709 -4.22916
C -0.38737 0.79192 -0.91780
O -1.56591 1.10786 -0.80985
N 0.09777 -0.38414 -0.52311
C -0.93652 -1.32144 0.03365
C 1.44147 -0.90622 -0.63427
H 0.41860 1.40912 -1.34407
H -1.47911 -1.07338 0.90908
H -0.48288 -2.29401 0.23779
H -1.68232 -1.47365 -0.74398
H 1.82731 -1.40239 0.31469
H 1.51664 -1.69996 -1.35043
H 2.09052 -0.07293 -0.95859
C 6.88528 4.14963 -3.77649
O 8.02713 4.33687 -4.12859
N 5.86577 5.00258 -4.11804
C 4.49391 4.74310 -3.75421
C 6.11764 6.21810 -4.84209
H 6.54801 3.35068 -3.11970
H 4.07358 5.48416 -3.05774
H 4.41655 3.81089 -3.16918
H 3.89927 4.66428 -4.63483
H 7.18794 6.35375 -4.98690
H 5.67209 6.12566 -5.87641
H 5.56777 7.09487 -4.40891
C -5.83544 -0.91466 3.98869
O -6.60008 -0.45695 3.14839
N -5.63838 -0.39780 5.21060
C -4.62131 -0.93990 6.13427
C -6.33637 0.82573 5.60143
H -5.30676 -1.84798 3.81114
H -3.74523 -0.26424 6.13794
H -4.25803 -1.93818 5.79824
H -5.06875 -1.01112 7.11145
H -5.67442 1.71974 5.36405
H -7.22293 0.89957 4.96613
H -6.61227 0.94901 6.63657
C 0.34830 -3.59300 -3.76422
O -0.07384 -4.04192 -2.71319
N 0.07966 -4.08113 -5.01395
C 0.46679 -3.38926 -6.21783
C -0.80183 -5.25222 -5.14605
H 1.10363 -2.81643 -3.75280
H 1.24867 -2.59681 -5.98280
H -0.36304 -2.76084 -6.64706
H 0.93489 -4.04652 -6.97649
H -0.98761 -5.63571 -4.16869
H -1.75682 -4.96919 -5.61068
H -0.23046 -6.03674 -5.66087
C -0.74011 2.09516 6.11465
O -0.65522 0.89830 6.46540
N 0.20360 3.04878 6.32765
C 0.30181 4.17200 5.46505
C 1.19314 2.91854 7.38625
H -1.57950 2.42970 5.53484
H -0.37978 4.10829 4.60550
H 1.32813 4.29818 5.11706
H 0.04281 5.09136 6.02506
H 2.17676 2.58982 6.97340
H 1.27614 3.86646 7.92423
H 0.96242 2.17470 8.16924
C 4.83902 0.92987 -1.04140
O 4.81743 1.89756 -1.79467
N 5.38673 0.92498 0.15522
C 6.18008 2.04347 0.58304
C 5.07579 -0.17481 1.14239
H 4.33055 0.00133 -1.21868
H 5.59280 2.83932 1.12934
H 6.56543 2.52925 -0.31104
H 7.00915 1.71418 1.19465
H 6.00445 -0.69823 1.41022
H 4.65145 0.36294 1.99709
H 4.32182 -0.91759 0.76025
C 1.04311 -5.97231 0.99964
O 1.62572 -6.05977 -0.03909
N -0.29889 -5.73435 1.17068
C -0.98318 -5.71173 2.43045
C -1.16469 -5.81122 -0.01906
H 1.59705 -6.07384 1.97911
H -1.65338 -6.61172 2.40182
H -1.60159 -4.83092 2.46581
H -0.32120 -5.78166 3.27561
H -1.87627 -6.60455 0.14324
H -1.68644 -4.88927 -0.09409
H -0.54042 -5.98855 -0.88266
C -1.30330 4.26442 1.26472
O -1.17762 3.77149 2.38443
N -1.58163 5.56002 0.96014
C -1.79031 5.96085 -0.46373
C -1.72765 6.54837 2.01586
H -1.14514 3.68723 0.34236
H -2.79607 6.39066 -0.41698
H -1.76547 5.15434 -1.15809
H -1.14962 6.79243 -0.72501
H -1.00350 7.30841 1.76986
H -2.74607 6.92158 1.90419
H -1.45758 6.13160 2.94403
C 1.69784 -7.31648 -3.63842
O 1.94916 -6.83130 -4.71179
N 1.14898 -8.53743 -3.49811
C 1.07651 -9.19446 -2.20729
C 0.80109 -9.34686 -4.64922
H 1.84076 -6.71380 -2.72161
H 1.37712 -8.52052 -1.42501
H 1.69768 -10.11830 -2.16063
H 0.02108 -9.53974 -2.12961
H 1.47303 -10.17960 -4.81796
H -0.20814 -9.70659 -4.48681
H 0.77939 -8.84746 -5.61240

---

Question: What is the E_LUMO in the first record?
Answer: -1.3 eV

---

Question: Which of these has the highest E?
Answer: C2H3F2IO2